# 1
{"formula": "C25H28NO2", "method": "ωB97M-V/def2-TZVPD", "elements": ["C", "O", "C", "C", "C", "C", "C", "C", "C", "C", "C", "O", "C", "C", "C", "C", "C", "C", "C", "C", "C", "C", "H", "H", "H", "H", "H", "H", "H", "H", "H", "H", "H", "H", "H", "H", "H", "H", "H", "C", "C", "C", "N", "C", "C", "H", "H", "H", "H", "H", "H", "H", "H", "H", "H", "H"], "positions_angstrom": [[5.363505, 3.805332, -0.827320], [5.346019, 2.439984, -1.301555], [4.143046, 1.816656, -1.348384], [4.122809, 0.477149, -1.819778], [2.943721, -0.221323, -1.813798], [1.712312, 0.359095, -1.351834], [0.574598, -0.480482, -1.277633], [-0.741252, -0.213768, -0.798332], [-1.744434, -1.200500, -1.051700], [-3.059230, -1.020472, -0.690822], [-3.444287, 0.192479, -0.099446], [-4.803111, 0.388636, 0.130516], [-5.527598, 1.254547, -0.694226], [-6.489844, 0.690071, -1.537830], [-7.130204, 1.505886, -2.465318], [-6.843290, 2.875180, -2.510275], [-5.923639, 3.431748, -1.613846], [-5.264767, 2.623373, -0.685936], [-2.490703, 1.153370, 0.254976], [-1.155178, 0.928683, -0.053812], [1.744027, 1.746245, -1.026777], [2.933347, 2.444279, -0.957784], [6.401451, 4.112488, -0.934505], [4.709869, 4.447766, -1.434424], [5.052286, 3.858565, 0.225549], [5.057463, 0.034853, -2.164074], [2.921469, -1.251525, -2.174196], [0.701921, -1.460803, -1.742943], [-1.445723, -2.126331, -1.548931], [-3.822383, -1.774551, -0.893594], [-6.681888, -0.380761, -1.474782], [-7.857278, 1.065062, -3.147968], [-7.346071, 3.509098, -3.238199], [-5.707639, 4.499647, -1.628660], [-4.545079, 3.027339, 0.025771], [-2.802123, 2.065668, 0.768786], [-0.424991, 1.648426, 0.303395], [0.832788, 2.301175, -0.831794], [2.942724, 3.483668, -0.616690], [2.740494, -4.126372, 3.316806], [1.312025, -3.632706, 3.548684], [0.771689, -2.924969, 2.305176], [1.658327, -1.862938, 1.850503], [3.038048, -2.273236, 1.634231], [3.628232, -2.966588, 2.864307], [3.138734, -4.579118, 4.228075], [2.726676, -4.888793, 2.530292], [0.650863, -4.463347, 3.812750], [1.312759, -2.920502, 4.382322], [0.631180, -3.685834, 1.510432], [-0.209543, -2.481635, 2.524605], [1.276107, -1.341797, 1.068005], [3.107143, -2.975557, 0.777925], [3.628958, -1.381236, 1.379746], [3.696510, -2.234276, 3.677459], [4.639177, -3.317046, 2.636864]], "forces_ev_per_angstrom": [[0.0, 0.0, 0.0], [-1.6, -0.5, 0.0], [0.7, 0.3, 0.2], [0.1, 0.2, 0.1], [-0.1, 0.0, 0.0], [0.0, -0.2, -0.2], [0.0, 0.8, -0.4], [-0.5, -0.2, 0.4], [0.4, -0.2, 0.0], [-0.2, 0.1, 0.0], [-1.3, 0.2, -0.4], [1.2, -0.6, 0.4], [0.0, 0.4, -0.6], [0.5, 0.1, 0.2], [0.0, 0.2, 0.2], [0.1, -0.1, 0.2], [-0.1, -0.2, 0.0], [-0.1, -0.3, -0.2], [0.4, 0.0, -0.1], [-0.2, 0.1, 0.0], [0.4, 0.3, 0.3], [-0.1, 0.0, -0.1], [-0.2, 0.1, 0.1], [0.3, -0.2, 0.1], [0.2, -0.1, -0.3], [-0.3, 0.1, 0.1], [0.1, 0.2, 0.2], [0.0, 0.1, 0.3], [-0.1, 0.3, 0.1], [0.3, 0.3, 0.0], [0.0, 0.3, -0.1], [0.2, 0.2, 0.2], [0.1, -0.1, 0.2], [-0.1, -0.3, 0.0], [-0.3, 0.0, -0.3], [0.2, -0.5, -0.1], [-0.2, -0.2, 0.0], [0.2, -0.2, 0.0], [-0.1, -0.5, -0.3], [-0.1, 0.2, -0.1], [0.1, 0.3, 0.0], [-0.2, -0.2, -0.3], [0.1, 0.4, 0.6], [0.1, -0.1, -0.4], [-0.2, 0.2, 0.1], [0.0, 0.0, -0.1], [0.1, -0.1, 0.1], [0.0, 0.1, 0.0], [0.0, -0.1, 0.0], [-0.1, 0.0, 0.1], [0.2, -0.1, -0.1], [0.1, -0.2, 0.2], [0.1, 0.0, 0.1], [-0.1, -0.2, 0.0], [0.1, -0.1, -0.1], [-0.1, 0.1, 0.0]], "e_homo_ev": -10.86, "charge": 1, "max_force_ev_per_a": 1.72, "energy_ha": -1174.3848, "multiplicity": 1, "lumo_ha": -0.2022, "e_above_lowest_kj_mol": 31.50}

# 2
{"formula": "C25H28O4S4SbSe4Tc", "method": "ωB97M-V/def2-TZVPD", "elements": ["Tc", "O", "C", "S", "C", "C", "S", "S", "S", "Se", "Sb", "Se", "Se", "Se", "C", "C", "C", "C", "C", "C", "C", "C", "C", "C", "C", "C", "O", "H", "H", "H", "H", "H", "H", "H", "H", "H", "H", "H", "H", "H", "H", "H", "H", "H", "C", "C", "C", "C", "C", "C", "C", "C", "C", "C", "O", "O", "H", "H", "H", "H", "H", "H", "H", "H", "H", "H", "H"], "positions_angstrom": [[-0.182539, -0.319497, 0.194399], [0.790437, -2.987833, 6.686028], [0.652035, -2.500549, 5.614180], [-0.772616, -1.507421, 5.170863], [-0.267903, -1.150833, 3.557251], [0.977974, -1.757237, 3.117817], [1.498549, -1.602708, 1.579971], [1.818876, -2.731691, 4.276935], [-1.140278, -0.246350, 2.521685], [-4.051681, -2.605458, -2.723347], [-1.724902, -2.626553, -2.370078], [-1.231023, -2.487423, 0.194516], [-0.591304, -0.237448, -2.135311], [-0.124288, -3.985493, -3.434801], [1.105162, 2.255717, 2.688112], [2.292109, 2.490848, 1.739475], [1.894502, 3.330936, 0.524635], [3.068871, 1.243429, 1.362384], [4.271562, 1.016973, 2.026451], [5.158539, 0.038741, 1.619815], [4.885836, -0.694010, 0.475516], [3.701190, -0.528640, -0.225702], [3.512869, -1.300764, -1.517160], [2.554512, -2.483647, -1.411660], [3.154850, -0.388850, -2.691713], [2.745793, 0.382301, 0.289282], [1.538764, 0.430343, -0.318460], [0.947815, 3.132152, 3.318241], [1.285184, 1.401800, 3.347074], [0.186089, 2.094722, 2.127535], [3.016333, 3.087612, 2.299833], [1.158022, 2.824458, -0.092336], [2.766899, 3.555612, -0.092048], [1.450838, 4.271668, 0.852927], [4.530730, 1.663748, 2.856732], [6.088020, -0.109422, 2.154842], [5.611751, -1.408898, 0.106789], [4.499673, -1.721819, -1.729614], [1.517347, -2.176378, -1.257994], [2.842894, -3.168038, -0.611299], [2.553034, -3.042054, -2.347678], [2.154091, 0.028524, -2.582175], [3.182792, -0.960519, -3.620602], [3.863110, 0.437457, -2.775324], [-5.259897, 1.194073, -4.826981], [-4.397890, 1.471924, -3.629465], [-4.677100, 0.896910, -2.400899], [-3.856615, 1.090154, -1.295777], [-4.208800, 0.384310, -0.014204], [-2.747210, 1.923904, -1.436323], [-2.455436, 2.555244, -2.659200], [-1.254713, 3.445648, -2.821260], [-3.281162, 2.299525, -3.738778], [-1.863969, 2.220747, -0.284152], [-1.586977, 3.315031, 0.110900], [-1.356456, 1.154905, 0.429927], [-6.145033, 0.621608, -4.554985], [-4.702208, 0.616062, -5.565100], [-5.581217, 2.121276, -5.304635], [-5.543399, 0.255073, -2.298755], [-5.288805, 0.400463, 0.132016], [-3.744137, 0.834330, 0.862796], [-3.903480, -0.663758, -0.071075], [-0.337699, 2.946282, -2.496276], [-1.354918, 4.350839, -2.223499], [-1.133867, 3.725307, -3.866601], [-3.050774, 2.755940, -4.695862]], "forces_ev_per_angstrom": [[-0.1, 0.4, -0.5], [0.0, 0.0, 0.0], [0.0, -0.1, -0.1], [0.0, 0.1, 0.0], [0.1, -0.1, -0.1], [-0.2, 0.0, -0.1], [-0.1, -0.2, 0.1], [0.1, 0.0, 0.1], [0.0, 0.1, 0.3], [-0.1, 0.0, 0.0], [0.0, 0.2, 0.2], [0.1, 0.0, -0.1], [0.1, -0.2, 0.4], [0.0, 0.0, -0.1], [0.1, 0.0, -0.1], [-0.1, 0.0, 0.1], [0.0, 0.0, 0.0], [0.0, 0.0, -0.1], [0.0, 0.1, 0.0], [0.1, -0.1, 0.0], [0.0, 0.0, 0.0], [0.0, 0.1, 0.0], [0.0, 0.0, 0.0], [0.0, 0.0, 0.0], [0.0, 0.0, 0.0], [0.1, -0.1, 0.0], [-0.2, 0.0, 0.0], [0.0, 0.0, 0.0], [0.0, 0.1, 0.0], [0.0, 0.0, 0.0], [0.0, 0.0, 0.0], [-0.1, 0.0, 0.0], [0.0, 0.0, 0.0], [0.0, 0.0, 0.0], [0.0, 0.0, 0.0], [0.0, 0.0, 0.0], [0.0, 0.0, 0.0], [0.0, 0.0, 0.0], [0.1, 0.0, 0.0], [0.0, 0.0, 0.0], [0.0, 0.0, 0.0], [0.1, 0.0, 0.0], [0.0, 0.0, 0.0], [0.0, 0.0, 0.0], [0.0, 0.0, 0.0], [0.0, 0.0, 0.1], [0.0, 0.0, -0.1], [0.0, 0.0, 0.0], [0.0, 0.1, 0.1], [0.0, -0.1, -0.1], [0.0, -0.1, 0.0], [0.0, 0.0, 0.0], [0.0, 0.0, 0.0], [0.0, 0.1, 0.1], [0.1, 0.0, 0.0], [0.0, -0.2, -0.1], [0.0, 0.0, 0.0], [0.0, 0.0, 0.0], [0.0, 0.0, 0.0], [0.0, 0.0, 0.0], [0.0, 0.0, 0.0], [0.0, 0.0, 0.0], [0.0, 0.0, 0.0], [0.0, 0.0, 0.0], [0.0, 0.0, 0.0], [0.0, 0.0, 0.0], [0.0, 0.0, 0.0]], "e_homo_ev": [-7.86, -7.86], "charge": 0, "max_force_ev_per_a": 0.70, "energy_ha": -12789.9560, "multiplicity": 1, "lumo_ha": [-0.1298, -0.1299], "e_above_lowest_kj_mol": 41.23}

# 3
{"formula": "C25H29AuN3O4S", "method": "ωB97M-V/def2-TZVPD", "elements": ["Au", "C", "C", "C", "C", "C", "C", "C", "C", "C", "C", "N", "C", "C", "C", "C", "C", "N", "H", "H", "H", "H", "H", "H", "H", "H", "H", "H", "H", "H", "H", "H", "H", "H", "H", "C", "C", "C", "C", "C", "C", "C", "S", "O", "O", "N", "C", "C", "C", "O", "O", "H", "H", "H", "H", "H", "H", "H", "H", "H", "H", "H", "H"], "positions_angstrom": [[1.845646, 0.655523, 1.047039], [-0.975566, 4.939927, -2.696479], [0.275243, 4.076984, -2.872257], [0.001180, 2.749542, -3.539734], [-0.141828, 2.705648, -4.924545], [-0.352031, 1.509972, -5.588289], [-0.396686, 0.329554, -4.859758], [-0.249255, 0.328348, -3.479535], [-0.195762, -0.974970, -2.727395], [1.242369, -1.478833, -2.589691], [-0.078006, 1.551617, -2.814764], [0.103132, 1.550905, -1.416303], [-0.825884, 2.034124, -0.692978], [-0.766419, 2.208877, 0.736989], [-1.722652, 2.868565, 1.508548], [-1.228726, 2.903162, 2.821050], [-0.000232, 2.252577, 2.785167], [0.281494, 1.834123, 1.531408], [-0.720641, 5.918847, -2.285483], [-1.687796, 4.467940, -2.018582], [-1.479973, 5.091713, -3.653121], [0.748431, 3.913038, -1.904189], [0.996010, 4.623527, -3.486828], [-0.073966, 3.632538, -5.485547], [-0.463702, 1.493645, -6.665425], [-0.540602, -0.617913, -5.368277], [-0.800930, -1.721084, -3.247730], [-0.628154, -0.857178, -1.733857], [1.721355, -1.542098, -3.569754], [1.252988, -2.467746, -2.132849], [1.830741, -0.799456, -1.968811], [-1.761875, 2.386188, -1.146932], [-2.646666, 3.285836, 1.136613], [-1.694224, 3.343713, 3.688880], [0.689473, 2.059094, 3.591906], [-1.995171, -0.180831, 4.848503], [-1.584114, -1.205902, 3.828065], [-1.246013, -2.502360, 4.211479], [-0.849280, -3.441623, 3.275521], [-0.784093, -3.079571, 1.936594], [-1.114400, -1.793913, 1.533561], [-1.517301, -0.864732, 2.480135], [-0.252175, -4.277347, 0.751647], [-0.641256, -5.576970, 1.228382], [-0.668961, -3.805591, -0.536220], [1.377002, -4.277257, 0.782853], [2.132840, -3.038605, 0.536152], [2.901762, -2.603790, 1.770590], [3.784776, -1.363177, 1.562425], [4.771638, -1.225546, 2.260584], [3.418044, -0.563598, 0.596696], [-2.232756, -0.646519, 5.805155], [-2.861147, 0.386087, 4.505770], [-1.190501, 0.540256, 5.004490], [-1.302254, -2.780850, 5.257639], [-0.610608, -4.455259, 3.570679], [-1.062011, -1.526142, 0.486428], [-1.772564, 0.140577, 2.167283], [1.720369, -4.859001, 1.535014], [1.445679, -2.256123, 0.215477], [2.815611, -3.204321, -0.298090], [3.556105, -3.407435, 2.118025], [2.204292, -2.386702, 2.586678]], "forces_ev_per_angstrom": [[-0.1, -0.1, -0.1], [0.0, 0.0, 0.0], [0.0, 0.0, 0.0], [0.0, 0.0, 0.0], [0.0, 0.0, 0.0], [0.0, 0.0, 0.0], [0.0, 0.0, 0.0], [0.0, 0.0, 0.0], [0.0, 0.0, 0.0], [0.0, 0.0, 0.0], [0.0, 0.0, 0.0], [0.0, 0.0, 0.0], [0.0, 0.0, 0.0], [0.0, 0.0, 0.0], [0.0, 0.0, 0.0], [0.0, 0.0, 0.0], [0.0, 0.0, 0.0], [0.1, 0.0, 0.1], [0.0, 0.0, 0.0], [0.0, 0.0, 0.0], [0.0, 0.0, 0.0], [0.0, 0.0, 0.0], [0.0, 0.0, 0.0], [0.0, 0.0, 0.0], [0.0, 0.0, 0.0], [0.0, 0.0, 0.0], [0.0, 0.0, 0.0], [0.0, 0.0, 0.0], [0.0, 0.0, 0.0], [0.0, 0.0, 0.0], [0.0, 0.0, 0.0], [0.0, 0.0, 0.0], [0.0, 0.0, 0.0], [0.0, 0.0, 0.0], [0.0, 0.0, 0.0], [0.0, 0.0, 0.0], [0.0, 0.0, 0.0], [0.0, 0.0, 0.0], [0.0, 0.0, 0.0], [0.0, 0.0, 0.0], [0.0, 0.0, 0.0], [0.0, 0.0, 0.0], [0.0, 0.0, 0.0], [0.0, 0.0, 0.0], [0.0, 0.0, 0.0], [0.0, 0.0, 0.0], [0.1, 0.0, 0.0], [0.0, 0.0, 0.1], [0.0, -0.1, -0.1], [0.0, 0.0, 0.0], [0.0, 0.0, 0.2], [0.0, 0.0, 0.0], [0.0, 0.0, 0.0], [0.0, 0.0, 0.0], [0.0, 0.0, 0.0], [0.0, 0.0, 0.0], [0.0, 0.0, 0.0], [0.0, 0.0, 0.0], [0.0, 0.0, 0.0], [0.0, 0.0, 0.0], [0.0, 0.0, 0.0], [0.0, 0.0, 0.0], [0.0, 0.0, 0.0]], "e_homo_ev": -5.29, "charge": -1, "max_force_ev_per_a": 0.16, "energy_ha": -1969.2793, "multiplicity": 1, "lumo_ha": 0.0998, "e_above_lowest_kj_mol": 12.04}